{
  "formula": "C49H48AsCl2N4S5Sc",
  "method": "ωB97M-V with the def2-TZVPD basis set",
  "charge": -2,
  "relative_energy_kj_mol": 22.55,
  "homo_lumo_gap_ev": 5.639,
  "lumo_ev": 3.91,
  "e_tot_ha": -8023.08269,
  "species": ["Sc", "S", "C", "S", "S", "S", "C", "N", "C", "C", "N", "C", "C", "C", "C", "C", "C", "C", "C", "S", "C", "C", "C", "C", "C", "C", "C", "H", "H", "H", "H", "H", "H", "H", "H", "H", "H", "H", "H", "H", "H", "H", "H", "H", "H", "Cl", "C", "C", "C", "C", "C", "Cl", "C", "N", "H", "H", "H", "C", "C", "C", "C", "C", "C", "As", "N", "C", "C", "C", "C", "C", "C", "C", "C", "C", "C", "C", "C", "C", "C", "C", "C", "C", "C", "H", "H", "H", "H", "H", "H", "H", "H", "H", "H", "H", "H", "H", "H", "H", "H", "H", "H", "H", "H", "H", "H", "H", "H", "H", "H", "H"],
  "coordinates": [[2.1686, 1.1960, 0.8744], [4.0026, 3.4823, 4.6474], [3.4966, 2.7295, 3.2418], [4.1203, 1.2069, 2.7014], [2.2805, 3.4071, 2.1932], [0.1474, 2.5455, -0.0684], [-0.7217, 1.7359, -1.3632], [-1.7819, 2.4704, -1.9713], [-2.1671, 1.9822, -3.2785], [-2.4656, 0.5072, -3.1842], [-1.2704, -0.1944, -2.7827], [-1.5245, -1.6072, -2.5399], [-1.2492, -2.4621, -3.7521], [0.0354, -2.9221, -4.0240], [0.2842, -3.6891, -5.1508], [-0.7450, -4.0048, -6.0291], [-2.0301, -3.5531, -5.7666], [-2.2755, -2.7916, -4.6314], [-0.4615, 0.4887, -1.8125], [0.9972, -0.4013, -1.3723], [-1.8177, 3.9140, -1.8723], [-1.0479, 4.6200, -2.9739], [-1.7000, 5.4379, -3.8870], [-1.0060, 6.0573, -4.9203], [0.3571, 5.8501, -5.0553], [1.0179, 5.0229, -4.1535], [0.3252, 4.4131, -3.1207], [-1.3834, 2.1558, -4.0313], [-3.0631, 2.5246, -3.5996], [-2.7972, 0.1227, -4.1565], [-3.2824, 0.3520, -2.4622], [-2.5773, -1.7561, -2.2466], [-0.9296, -1.9583, -1.6964], [0.8403, -2.6501, -3.3531], [1.2908, -4.0351, -5.3495], [-0.5452, -4.5977, -6.9127], [-2.8418, -3.7953, -6.4419], [-3.2829, -2.4510, -4.4167], [-1.4162, 4.1929, -0.8980], [-2.8644, 4.2387, -1.9119], [-2.7704, 5.5872, -3.7891], [-1.5327, 6.6925, -5.6224], [0.9042, 6.3249, -5.8602], [2.0814, 4.8474, -4.2549], [0.8376, 3.7673, -2.4187], [4.6985, 1.7607, -0.3212], [4.3726, 1.5428, -2.0101], [5.3516, 1.8954, -2.9089], [5.1202, 1.7439, -4.2682], [3.8828, 1.2726, -4.6624], [2.8993, 0.9357, -3.7415], [1.3606, 0.5281, -4.4398], [3.1059, 0.9957, -2.3399], [2.2916, 0.6712, -1.2857], [6.2854, 2.2906, -2.5327], [5.8721, 2.0100, -4.9968], [3.6364, 1.1793, -5.7116], [-0.2064, -3.4279, 8.1748], [-0.1727, -2.5759, 6.9356], [-1.2598, -2.4925, 6.0868], [-1.2632, -1.7017, 4.9335], [-2.5722, -1.6923, 4.1779], [-0.1046, -0.9843, 4.5934], [0.1896, 0.2041, 3.0262], [1.4479, -0.5384, 1.8815], [2.2044, -1.6778, 1.9676], [3.2842, -1.8258, 1.0665], [4.1026, -2.9382, 1.0792], [3.8908, -3.9748, 1.9827], [2.8217, -3.8615, 2.8601], [1.9889, -2.7534, 2.8522], [-1.4530, -0.0372, 1.9658], [-1.7827, -1.1611, 1.2080], [-0.9181, -2.3885, 1.1670], [-2.9889, -1.1768, 0.5077], [-3.8561, -0.0977, 0.5135], [-5.1575, -0.1331, -0.2419], [-3.4952, 1.0269, 1.2425], [-2.3127, 1.0737, 1.9685], [-2.0038, 2.3247, 2.7508], [0.9870, -1.0098, 5.4916], [2.2376, -0.2247, 5.2439], [0.9378, -1.8061, 6.6289], [-1.0524, -4.1164, 8.1598], [-0.2924, -2.8152, 9.0756], [0.7067, -4.0180, 8.2732], [-2.1583, -3.0542, 6.3222], [-3.3611, -2.0367, 4.8475], [-2.5586, -2.3539, 3.3111], [-2.8493, -0.7069, 3.8104], [3.4782, -1.0561, 0.3218], [4.9188, -2.9906, 0.3677], [4.5369, -4.8435, 1.9971], [2.6214, -4.6528, 3.5758], [1.1619, -2.7189, 3.5467], [-0.6275, -2.7122, 2.1692], [0.0110, -2.1956, 0.6296], [-1.4530, -3.2108, 0.6873], [-3.2530, -2.0643, -0.0586], [-5.1737, -0.9548, -0.9595], [-5.3155, 0.7958, -0.7929], [-6.0077, -0.2633, 0.4332], [-4.1430, 1.8973, 1.2392], [-2.7847, 3.0678, 2.5827], [-1.0453, 2.7544, 2.4507], [-1.9540, 2.1325, 3.8267], [2.0411, 0.8303, 5.0340], [2.7928, -0.6027, 4.3843], [2.9002, -0.2698, 6.1081], [1.8013, -1.8211, 7.2855]],
  "forces_ev_per_a": [[0.233, 0.136, -0.494], [-0.058, -0.085, -0.141], [0.028, 0.071, 0.032], [-0.067, 0.047, -0.006], [0.028, -0.016, -0.024], [0.060, -0.129, 0.131], [0.019, 0.103, 0.002], [-0.070, -0.092, 0.110], [-0.092, 0.002, -0.028], [0.046, 0.035, -0.108], [0.146, -0.033, -0.060], [-0.151, -0.060, 0.110], [-0.071, -0.006, -0.078], [0.034, 0.066, -0.045], [0.030, 0.005, -0.014], [-0.035, 0.022, 0.020], [0.038, -0.023, -0.008], [-0.018, -0.020, 0.034], [-0.079, -0.011, -0.026], [0.014, -0.110, 0.096], [0.091, 0.176, 0.003], [0.026, -0.033, 0.060], [-0.008, 0.051, -0.010], [-0.014, -0.006, 0.013], [0.024, -0.019, 0.018], [0.016, 0.003, -0.006], [-0.076, -0.001, -0.031], [0.002, -0.024, 0.014], [0.025, -0.022, 0.015], [0.007, 0.002, 0.002], [-0.058, -0.001, 0.052], [0.074, 0.053, 0.003], [0.048, -0.009, -0.039], [0.029, 0.012, 0.032], [0.018, -0.010, -0.006], [0.005, -0.020, -0.019], [-0.007, -0.004, -0.010], [-0.011, 0.011, 0.002], [-0.044, 0.012, -0.051], [-0.015, -0.023, -0.039], [-0.016, 0.011, -0.001], [-0.012, 0.014, -0.010], [0.011, 0.007, -0.021], [0.027, -0.007, -0.007], [0.040, -0.026, 0.046], [0.026, 0.020, 0.051], [0.043, -0.014, 0.073], [0.005, 0.025, -0.043], [-0.032, -0.022, 0.045], [-0.014, 0.008, 0.005], [0.017, 0.028, 0.044], [-0.136, -0.143, 0.051], [-0.173, 0.051, 0.016], [0.394, 0.177, -0.083], [0.017, 0.005, 0.003], [0.036, 0.006, -0.035], [-0.007, 0.007, -0.020], [0.008, -0.055, 0.043], [-0.011, 0.014, 0.011], [-0.034, 0.032, -0.019], [-0.033, -0.005, 0.082], [-0.062, 0.039, 0.001], [0.065, -0.116, 0.093], [-0.062, -0.134, -0.117], [-0.049, 0.010, 0.460], [-0.301, 0.079, -0.091], [0.085, -0.029, -0.105], [-0.017, 0.013, 0.005], [0.019, 0.001, -0.015], [-0.031, -0.004, 0.027], [0.011, -0.080, 0.044], [0.026, 0.108, -0.036], [-0.062, -0.002, -0.052], [0.010, -0.021, 0.024], [0.044, -0.012, -0.004], [-0.015, 0.059, 0.011], [-0.012, -0.033, -0.044], [0.036, -0.030, -0.022], [0.013, 0.027, -0.025], [-0.017, 0.038, 0.108], [-0.056, -0.074, 0.007], [0.108, 0.109, -0.071], [0.001, 0.029, -0.035], [-0.013, 0.006, -0.015], [-0.004, 0.022, -0.001], [0.010, 0.001, -0.012], [-0.020, -0.023, 0.028], [-0.035, -0.039, -0.001], [0.016, 0.002, 0.043], [0.016, -0.039, 0.076], [-0.023, -0.024, 0.077], [0.019, -0.017, -0.003], [0.006, -0.004, 0.004], [0.002, -0.007, -0.015], [0.052, 0.009, -0.013], [0.004, 0.034, -0.025], [-0.002, 0.003, -0.031], [0.025, -0.021, -0.028], [-0.005, -0.030, 0.005], [0.001, -0.021, -0.003], [0.008, 0.026, -0.003], [0.007, 0.001, 0.011], [-0.034, 0.028, -0.005], [0.002, 0.027, -0.015], [-0.063, -0.037, 0.013], [0.005, -0.023, -0.015], [-0.029, -0.028, 0.007], [-0.027, -0.005, -0.011], [0.002, 0.002, 0.002], [0.021, -0.001, 0.024]],
  "mulliken_charge": [-1.016, -0.403, 0.335, -0.438, -0.353, -0.099, -0.347, 0.238, -0.876, -0.417, 0.908, -0.012, -0.422, -0.024, -0.857, -0.388, -0.769, -0.089, -1.042, 0.595, -1.583, 0.561, -0.417, -0.613, -0.387, -0.875, 0.243, 0.232, 0.535, 0.311, 0.071, 0.321, -0.015, 0.391, 0.398, 0.359, 0.368, 0.403, 0.548, 0.475, 0.308, 0.349, 0.366, 0.459, 0.382, -0.219, 0.536, -0.715, -0.473, -0.696, 0.720, -0.187, -0.900, 0.385, 0.448, 0.350, 0.404, -1.642, 0.688, -1.073, 1.030, -1.410, -0.674, 2.185, 1.719, 0.279, -0.367, -0.968, -0.851, -0.998, 0.339, 0.485, 0.821, -1.331, -0.649, 0.400, -2.044, -0.944, 0.441, -2.045, 1.068, -1.583, -1.030, 0.347, 0.305, 0.360, 0.321, 0.462, 0.203, 0.163, 0.261, 0.441, 0.327, 0.442, 0.277, 0.378, -0.091, 0.594, 0.365, 0.354, 0.378, 0.449, 0.299, 0.450, 0.325, 0.257, 0.339, 0.083, 0.340, 0.360]
}